22
Properties=species:S:1:pos:R:3 method="wB97M-V/def2-TZVPD" relative_energy_ev=3.014 homo_ev=-13.83 total_charge=+1 lumo_energy_ev=-2.7 homo_lumo_gap_ev=11.2
H -0.746 -2.163 0.561
H -0.733 1.371 1.651
C -0.385 1.198 0.609
C 0.397 2.118 0.128
C -0.123 -0.339 -1.245
H 2.869 -0.187 -1.252
H 0.397 -1.085 1.195
H 3.494 -1.241 0.063
H -0.706 -0.981 -1.937
N 2.780 -0.557 -0.284
H -1.044 -1.168 2.002
H 0.769 2.279 -0.887
H 0.915 -0.710 -1.024
H 0.840 2.883 0.803
H -2.701 0.118 0.963
C -2.320 -0.236 -0.048
H -2.536 -1.210 -0.164
C -0.590 -1.259 1.026
N -0.884 -0.149 0.060
H 0.056 0.674 -1.753
H 3.007 0.280 0.403
H -2.758 0.364 -0.871

57
Properties=species:S:1:pos:R:3 method="wB97M-V/def2-TZVPD" homo_ev="-7.96 / -8.76" total_charge=0 lumo_energy_ev="0.2 / -0.7" s2=6.0111 multiplicity=5 homo_lumo_gap_ev="8.2 / 8.1"
C 1.735 -1.391 -1.269
C -0.932 5.653 0.040
H 2.010 -7.455 -0.634
H 1.983 -5.274 2.184
C 1.697 -3.697 -1.755
C 1.604 -4.026 -0.405
C -2.353 5.431 0.511
H 1.719 -4.475 -2.498
C 0.078 -5.794 0.454
H -2.530 5.996 1.435
C 1.645 5.862 -0.856
O 1.752 -0.029 -1.421
C -2.083 0.243 -0.472
C 1.771 -2.389 -2.214
C -3.074 -0.710 -0.310
O -4.724 3.979 0.085
H 2.589 -6.745 1.443
N -2.523 4.014 0.725
C 1.526 -5.473 0.060
B 1.651 0.470 -0.133
H -2.872 -1.742 -0.549
H -3.075 5.786 -0.242
C 2.433 -5.681 1.283
O 1.516 1.784 0.137
C 1.964 -6.447 -1.038
C -0.202 6.790 0.343
O 1.391 3.619 1.713
C 1.106 6.899 -0.111
O 1.591 -0.535 0.807
N -2.286 1.537 -0.234
O 0.323 1.539 2.265
C 1.634 -1.702 0.092
C -3.669 3.421 0.345
H -5.128 -1.020 0.246
H -0.648 7.573 0.936
Ru -0.673 2.894 0.665
H -5.497 1.419 0.711
H 1.256 -6.454 -1.864
H 1.692 7.776 0.119
H -0.303 -5.063 1.161
H 1.222 3.938 -1.732
O 2.775 1.692 2.291
C 0.852 4.763 -1.133
S 1.543 2.177 1.784
N -0.404 4.655 -0.694
C -4.542 1.040 0.382
H 3.398 -5.206 1.132
C 1.568 -3.001 0.542
H 0.035 -6.778 0.916
H -1.105 -0.031 -0.852
C -3.497 1.932 0.198
H 2.664 5.895 -1.209
H 2.949 -6.185 -1.417
H 1.857 -2.173 -3.265
C -4.328 -0.305 0.126
H -0.566 -5.793 -0.423
H 1.488 -3.203 1.597

15
Properties=species:S:1:pos:R:3 method="wB97M-V/def2-TZVPD" relative_energy_ev=1.547 homo_ev=-9.30 smiles="CC(=O)O.CN" total_charge=0 lumo_energy_ev=0.4 homo_lumo_gap_ev=9.7
H -1.592 0.041 -1.220
N 2.177 -1.829 0.993
H -2.015 1.497 -2.023
H 2.289 -1.648 -1.217
H 1.854 -1.257 1.769
O -2.329 1.565 1.234
H 1.633 -0.251 -0.392
C 2.358 -1.083 -0.262
C -1.497 1.586 0.109
O -0.342 1.846 0.308
H -2.004 1.058 1.992
C -2.149 0.995 -1.084
H -3.190 0.722 -0.820
H 1.414 -2.486 0.898
H 3.394 -0.757 -0.284

81
Properties=species:S:1:pos:R:3 method="wB97M-V/def2-TZVPD" homo_ev="-9.24 / -9.24" total_charge=+1 lumo_energy_ev="-3.3 / -3.3" homo_lumo_gap_ev="6.0 / 6.0"
H 4.415 1.504 -2.428
C -1.720 1.494 5.817
C -1.163 2.050 -1.642
C 0.194 -4.070 -2.255
C -2.496 1.568 -1.737
C -0.339 0.472 4.137
C 0.922 2.039 -0.564
H -3.998 5.522 -3.430
C 2.099 -1.020 1.727
H -0.027 -5.719 -4.194
C 1.703 3.859 0.851
C 3.033 3.477 0.683
H -4.791 0.772 -0.427
C -2.897 -1.816 -0.927
N -0.126 1.345 -1.117
H -1.701 5.098 -3.076
H 4.310 2.029 -0.218
H 4.334 3.809 2.332
C -1.392 0.519 3.221
H -0.520 -5.946 -0.290
C -2.782 1.522 4.925
H -3.446 1.089 2.942
H 2.243 -2.116 -3.112
O 0.206 -3.293 -1.305
C -3.243 3.650 -2.754
C 0.414 -6.018 -0.850
H 1.478 -4.533 3.175
C -0.930 3.342 -2.170
H -0.257 -7.139 -3.165
C 3.746 -0.478 -3.169
C 0.346 -6.244 -3.316
H -0.441 -3.151 2.482
C -2.617 1.052 3.637
C 3.162 -1.813 2.091
H 3.872 5.276 1.472
H 1.379 -6.550 -3.505
C 0.770 -1.494 1.824
C -4.330 4.493 -3.332
H 0.615 0.069 3.831
C -0.500 0.967 5.417
N 0.275 -5.391 -2.152
C 2.272 1.660 -0.735
C -4.073 0.016 -0.665
C 2.945 -3.092 2.584
H 0.102 -3.726 -3.299
H 2.261 -0.009 1.373
C -1.238 0.100 1.832
C -1.931 4.116 -2.695
Ir -0.023 -0.886 -0.848
H -4.493 1.970 -2.363
H -4.897 -1.904 0.017
H -4.609 4.139 -4.324
C 3.290 2.361 -0.098
H 4.172 -1.442 1.985
H -5.222 4.463 -2.711
H 3.785 -3.717 2.844
H -1.990 0.536 1.179
C 2.604 -1.169 -2.768
C 1.644 -3.555 2.747
H 1.473 4.716 1.464
N 1.945 -0.477 -1.847
H -0.340 3.458 0.422
C 0.568 -2.779 2.371
H 4.464 -0.766 -3.907
H 0.335 0.952 6.102
H 5.065 4.162 0.771
H -1.845 1.880 6.817
C 3.740 0.674 -2.418
C 4.142 4.229 1.344
H 0.672 -7.066 -0.976
H -2.524 -2.820 -0.952
H 1.194 -5.516 -0.277
N 2.644 0.643 -1.634
N -2.164 -0.815 -1.415
C 0.683 3.159 0.258
H -3.737 1.926 5.228
C -4.112 -1.340 -0.440
C -3.492 2.368 -2.285
H 0.082 3.718 -2.166
C -0.305 -0.698 1.304
N -2.887 0.304 -1.250

13
Properties=species:S:1:pos:R:3 method="wB97M-V/def2-TZVPD" relative_energy_ev=3.201 homo_ev=-9.37 smiles="N#CS(N)(=O)=O.C=C=O" total_charge=0 lumo_energy_ev=0.4 homo_lumo_gap_ev=9.7
O 1.714 -0.489 0.432
C 1.611 -0.684 -1.977
C 1.608 -0.446 -0.724
O -2.510 1.222 0.656
N -0.594 0.873 1.939
S -1.162 0.851 0.452
H 0.266 0.904 2.457
O -0.277 1.303 -0.598
H 1.865 -1.737 -2.333
H 1.500 0.092 -2.797
C -1.333 -0.911 0.090
N -1.362 -2.013 -0.171
H -1.327 1.035 2.575

99
Properties=species:S:1:pos:R:3 method="wB97M-V/def2-TZVPD" relative_energy_ev=0.000 homo_ev=-4.47 total_charge=-1 lumo_energy_ev=1.5 homo_lumo_gap_ev=5.9
C 4.224 4.596 -1.612
C -5.716 -0.275 -3.443
C -5.472 1.905 2.266
H 5.050 3.956 -1.303
C 2.582 -2.848 1.314
F 6.326 6.949 -3.656
H -9.457 2.512 5.380
H -1.723 -3.001 -1.099
F 3.619 4.826 1.671
F 3.617 -5.707 0.837
I -1.086 -1.496 -3.230
H -6.972 -1.705 -0.919
C -2.354 -1.050 -0.560
H 2.680 7.114 1.017
F -6.748 0.754 0.744
F 5.583 -5.105 1.583
F 2.793 0.619 -1.568
O 1.331 -3.257 1.822
F -0.545 -3.785 0.815
F 3.935 -1.898 -1.415
C 7.824 1.453 -1.293
F 7.182 0.879 -3.488
F 4.188 7.785 -0.107
B -5.895 -3.322 -0.818
F 5.078 -0.329 -0.437
F 3.829 6.671 -2.687
H -0.255 -5.015 3.050
F 6.358 6.778 -1.474
H 3.410 -0.163 -3.299
H 3.515 3.950 -2.126
O -6.106 -4.619 -0.346
In -4.268 -2.916 -2.391
H 6.812 5.264 -2.701
H -5.255 -6.274 0.493
O 5.742 -1.169 -2.422
H -4.735 -4.755 1.222
H -4.111 -5.238 -0.363
C 4.668 5.613 -2.673
C -7.380 0.230 2.906
O -8.297 0.626 3.914
F -7.842 3.329 4.540
C -6.856 1.327 1.970
C 3.810 0.238 -2.366
H 2.690 -1.822 1.663
C -2.289 -2.191 -1.553
F 4.556 4.979 -3.876
F -0.337 -6.383 1.589
F 1.496 -5.916 2.699
C 7.745 0.368 -2.374
C 4.681 -0.791 -1.640
F 4.382 7.394 2.041
H 7.218 -1.206 -0.953
F 4.808 -2.598 1.918
C -0.974 -0.517 -0.078
C -8.367 2.468 5.430
I -3.395 -1.737 1.213
F 5.445 5.348 0.605
C -7.888 1.041 5.145
F -5.443 2.549 3.457
C 4.111 5.537 0.628
H -6.131 0.320 -4.267
C 0.341 -5.401 2.221
C 4.454 -4.662 0.971
H -4.719 1.115 2.261
H -3.918 -4.474 -3.212
F -5.166 2.811 1.306
F 3.628 -4.033 3.084
C 7.081 -0.970 -2.008
H 4.719 -4.273 -0.015
H -0.176 -1.183 -0.389
H -5.056 0.393 -2.889
H -0.926 -0.454 1.007
C 0.638 -4.280 1.223
H -4.116 -1.193 -4.595
O -6.777 -2.404 -0.282
C -4.999 -5.236 0.277
H 8.367 1.090 -0.418
H 2.571 -2.797 0.228
F -8.493 0.249 6.069
F 1.272 -4.750 0.130
H -0.802 0.493 -0.446
F -7.956 2.829 6.671
F 8.484 2.520 -1.806
H -7.960 -0.426 2.260
C 6.117 6.104 -2.618
H -6.566 -0.372 3.309
C -4.958 -1.494 -3.974
H -6.571 -0.564 -2.831
C 3.837 -3.561 1.836
H -2.897 -0.198 -0.961
H 7.642 -1.714 -2.571
F 6.596 1.867 -0.919
F 9.047 0.074 -2.663
H -5.633 -2.066 -4.614
F -7.762 2.332 1.878
F 4.570 1.323 -2.636
F -6.560 0.925 5.325
C 3.759 7.002 0.903
O 3.495 5.092 -0.506

Total energy, record by record: -8399.6627; -56070.1882; -8841.4086; -52772.7161; -23130.3633; -148763.0802 eV
M, record by record: 103.2; 584.4; 91.1; 773.0; 148.1; 1426.9 g/mol